Entry 1:
Below is a 2-piece molecular cluster, C4H9NO overall, with properties calculated with ωB97M-V/def2-TZVPD.

Cartesian coordinates (Å):
C (0.646, 0.174, 2.388)
C (-0.173, -0.358, -1.298)
C (-0.440, -1.676, -0.652)
N (-0.608, 0.737, -0.814)
C (-0.336, 1.906, -1.549)
O (-0.461, 2.013, -2.745)
H (1.146, -0.771, 2.156)
H (0.022, 0.046, 3.276)
H (1.399, 0.941, 2.583)
H (0.424, -0.359, -2.220)
H (-0.976, -2.326, -1.353)
H (-1.033, -1.550, 0.257)
H (0.504, -2.177, -0.409)
H (0.025, 0.478, 1.542)
H (-0.035, 2.748, -0.903)

Results
Energy relative to the best compared isomer or geometry (same formula, charge and spin): 1.521 eV
F_max: 0.5 eV/A
LUMO: 0.52 eV
Gap between HOMO and LUMO: 0.389 Eh
E: -287.7766 Ha
E_HOMO: -0.3701 hartree

Entry 2:
Below is a 2-piece molecular cluster, C4H9NO overall, with properties calculated with ωB97M-V/def2-TZVPD.

Cartesian coordinates (Å):
C (-0.388, -1.803, 0.168)
C (-0.380, -0.367, -0.274)
C (-1.228, 1.748, 0.199)
C (0.783, 0.406, -0.205)
O (0.648, 1.681, -0.263)
N (2.026, -0.109, -0.036)
H (0.119, -1.923, 1.133)
H (0.102, -2.477, -0.555)
H (-1.413, -2.166, 0.294)
H (-0.923, -0.154, -1.192)
H (-1.153, 2.726, -0.264)
H (-2.164, 1.257, -0.066)
H (-1.057, 1.744, 1.268)
H (2.209, -1.071, -0.273)
H (2.819, 0.507, 0.065)

Results
Energy relative to the best compared isomer or geometry (same formula, charge and spin): 4.474 eV
F_max: 0.4 eV/A
LUMO (spin up / spin down): 0.59 / 0.59 eV
Gap between HOMO and LUMO (spin up / spin down): 0.286 / 0.286 Eh
E: -287.6680 Ha
E_HOMO (spin up / spin down): -0.2643 / -0.2643 hartree

Entry 3:
Below is a 2-piece molecular cluster, C4H9NO overall, with properties calculated with ωB97M-V/def2-TZVPD.

Cartesian coordinates (Å):
C (0.713, 0.144, 1.504)
C (0.606, -0.428, 0.135)
C (1.150, -1.592, -0.196)
C (0.240, 1.593, -0.933)
N (0.066, 0.342, -0.933)
H (-0.228, 0.545, 1.891)
H (1.068, -0.571, 2.243)
H (1.448, 0.952, 1.527)
H (1.255, -1.854, -1.239)
H (1.588, -2.237, 0.549)
H (0.036, 2.132, -1.854)
H (0.544, 2.186, -0.069)
H (-2.043, -0.360, -0.774)
H (-3.539, -0.710, -0.696)
O (-2.904, -0.143, -1.154)

Results
Energy relative to the best compared isomer or geometry (same formula, charge and spin): 2.277 eV
F_max: 1.0 eV/A
LUMO: 0.66 eV
Gap between HOMO and LUMO: 0.370 Eh
E: -287.7488 Ha
E_HOMO: -0.3452 hartree

Entry 4:
Below is one molecule with the formula C4H9NO, with properties calculated with ωB97M-V/def2-TZVPD.

Cartesian coordinates (Å):
C (-1.752, 0.202, -1.475)
C (-0.318, -0.323, -1.471)
N (0.243, -0.390, -0.126)
C (0.640, 0.697, 0.377)
O (1.195, 0.798, 1.592)
C (1.393, -0.435, 2.275)
H (-1.784, 1.252, -1.164)
H (-2.195, 0.133, -2.475)
H (-2.372, -0.372, -0.779)
H (0.304, 0.303, -2.130)
H (-0.294, -1.336, -1.886)
H (0.595, 1.686, -0.096)
H (1.853, -0.174, 3.229)
H (2.052, -1.089, 1.697)
H (0.441, -0.951, 2.431)

Results
Energy relative to the best compared isomer or geometry (same formula, charge and spin): 1.475 eV
F_max: 0.4 eV/A
LUMO: 1.10 eV
Gap between HOMO and LUMO: 0.396 Eh
E: -287.7782 Ha
E_HOMO: -0.3557 hartree

Entry 5:
Below is one molecule with the formula C4H9NO, with properties calculated with ωB97M-V/def2-TZVPD.

Cartesian coordinates (Å):
C (0.814, -0.520, 1.763)
N (0.071, 0.292, 0.963)
C (0.229, 0.353, -0.479)
C (-0.957, -0.223, -1.265)
C (-1.707, 0.789, -2.124)
O (1.905, -0.959, 1.480)
H (0.368, -0.660, 2.762)
H (-0.589, 0.930, 1.379)
H (1.180, -0.124, -0.705)
H (0.277, 1.411, -0.756)
H (-1.696, -0.522, -0.512)
H (-0.755, -1.114, -1.858)
H (-2.691, 0.457, -2.461)
H (-1.888, 1.737, -1.615)
H (-1.184, 0.949, -3.072)

Results
Energy relative to the best compared isomer or geometry (same formula, charge and spin): 0.916 eV
F_max: 1.6 eV/A
LUMO: 0.94 eV
Gap between HOMO and LUMO: 0.391 Eh
E: -287.7988 Ha
E_HOMO: -0.3568 hartree

Entry 6:
Below is a 2-piece molecular cluster, C4H9NO overall, with properties calculated with ωB97M-V/def2-TZVPD.

Cartesian coordinates (Å):
C (0.792, -1.832, 1.330)
C (0.407, -1.019, 0.119)
N (-0.987, -0.497, 0.091)
C (0.075, 0.391, 0.229)
C (0.383, 1.675, 0.324)
O (-1.349, 1.327, -2.338)
H (1.881, -1.842, 1.449)
H (0.348, -1.390, 2.226)
H (0.442, -2.866, 1.242)
H (0.828, -1.350, -0.832)
H (-1.408, -0.445, -0.837)
H (-0.485, 1.515, -1.942)
H (1.412, 1.995, 0.449)
H (-0.394, 2.435, 0.335)
H (-1.947, 1.903, -1.844)

Results
Energy relative to the best compared isomer or geometry (same formula, charge and spin): 2.678 eV
F_max: 0.3 eV/A
LUMO: 0.91 eV
Gap between HOMO and LUMO: 0.370 Eh
E: -287.7340 Ha
E_HOMO: -0.3371 hartree

Entry 7:
Below is one molecule with the formula C4H9NO, with properties calculated with ωB97M-V/def2-TZVPD.

Cartesian coordinates (Å):
C (0.839, -0.063, -0.139)
C (1.245, -1.418, -0.536)
C (-1.627, 0.668, 0.947)
C (-2.290, 0.293, -0.126)
H (1.379, 1.930, 0.108)
H (2.747, 0.861, -0.168)
H (0.472, -2.069, -0.043)
H (2.357, -1.803, -0.147)
H (1.131, -1.369, -1.608)
H (-1.813, 0.271, 1.933)
H (-0.887, 1.478, 0.938)
H (-3.025, -0.450, -0.107)
H (-1.894, 0.657, -1.095)
N (1.759, 0.921, -0.073)
O (-0.393, 0.094, 0.116)

Results
Energy relative to the best compared isomer or geometry (same formula, charge and spin): 7.644 eV
F_max: 13.7 eV/A
LUMO: 0.46 eV
Gap between HOMO and LUMO: 0.225 Eh
E: -287.5515 Ha
E_HOMO: -0.2085 hartree

Entry 8:
Below is one molecule with the formula C4H9NO, with properties calculated with ωB97M-V/def2-TZVPD.

Cartesian coordinates (Å):
C (2.358, -0.239, 0.260)
C (1.129, 0.460, -0.232)
C (-0.134, -0.278, 0.160)
O (-0.173, -1.321, 0.788)
N (-1.208, 0.410, -0.281)
C (-2.550, -0.086, 0.004)
H (2.453, -1.209, -0.226)
H (3.233, 0.369, 0.023)
H (2.224, -0.405, 1.325)
H (1.063, 1.488, 0.158)
H (1.193, 0.527, -1.320)
H (-0.885, 1.196, -0.842)
H (-3.077, -0.404, -0.894)
H (-2.480, -0.969, 0.656)
H (-3.155, 0.648, 0.533)

Results
Energy relative to the best compared isomer or geometry (same formula, charge and spin): 0.524 eV
F_max: 1.4 eV/A
LUMO: 0.86 eV
Gap between HOMO and LUMO: 0.387 Eh
E: -287.8132 Ha
E_HOMO: -0.3555 hartree

Entry 9:
Below is one molecule with the formula C4H9NO, with properties calculated with ωB97M-V/def2-TZVPD.

Cartesian coordinates (Å):
C (-2.223, 0.570, -0.001)
C (-1.169, -0.463, -0.378)
N (0.151, 0.132, -0.477)
C (1.277, -0.264, 0.154)
O (1.213, -1.428, 0.844)
C (2.495, 0.352, 0.214)
H (-3.211, 0.104, 0.076)
H (-2.288, 1.366, -0.753)
H (-1.978, 1.028, 0.962)
H (-1.107, -1.258, 0.369)
H (-1.434, -0.940, -1.334)
H (0.284, 0.889, -1.129)
H (2.627, 1.411, 0.096)
H (3.341, -0.293, -0.007)
H (2.022, -1.205, 1.364)

Results
Energy relative to the best compared isomer or geometry (same formula, charge and spin): 2.056 eV
F_max: 1.3 eV/A
LUMO: 0.92 eV
Gap between HOMO and LUMO: 0.312 Eh
E: -287.7569 Ha
E_HOMO: -0.2786 hartree

Entry 10:
Below is a 2-piece molecular cluster, C4H9NO overall, with properties calculated with ωB97M-V/def2-TZVPD.

Cartesian coordinates (Å):
C (3.415, 0.506, -0.349)
C (1.483, -0.605, -1.322)
N (2.322, -0.314, -0.321)
H (4.033, 0.647, 0.537)
H (3.100, 1.642, -0.587)
H (4.143, 0.332, -1.111)
H (0.612, -1.243, -0.996)
H (1.676, -0.497, -2.371)
C (-3.007, 0.893, 1.173)
C (-3.148, -0.410, 1.149)
O (-2.760, -1.060, -0.062)
H (-3.487, 1.565, 1.866)
H (-2.553, 1.622, 0.478)
H (-3.406, -1.148, 1.957)
H (-2.425, -1.929, -0.038)

Results
Energy relative to the best compared isomer or geometry (same formula, charge and spin): 4.301 eV
F_max: 5.9 eV/A
LUMO: 0.86 eV
Gap between HOMO and LUMO: 0.371 Eh
E: -287.6744 Ha
E_HOMO: -0.3397 hartree

Entry 11:
Below is one molecule with the formula C4H9NO, with properties calculated with ωB97M-V/def2-TZVPD.

Cartesian coordinates (Å):
C (-1.504, -0.881, -0.097)
N (-0.366, -0.090, 0.326)
C (-0.615, 1.325, 0.106)
C (0.871, -0.602, -0.224)
C (2.098, 0.056, 0.372)
O (3.165, 0.090, -0.190)
H (-1.757, -0.732, -1.165)
H (-2.382, -0.617, 0.500)
H (-1.293, -1.945, 0.054)
H (-1.416, 1.643, 0.783)
H (0.271, 1.924, 0.341)
H (-0.927, 1.564, -0.928)
H (0.964, -0.565, -1.326)
H (0.933, -1.663, 0.062)
H (1.959, 0.493, 1.385)

Results
Energy relative to the best compared isomer or geometry (same formula, charge and spin): 1.718 eV
F_max: 0.5 eV/A
LUMO: 0.98 eV
Gap between HOMO and LUMO: 0.367 Eh
E: -287.7693 Ha
E_HOMO: -0.3311 hartree

Entry 12:
Below is one molecule with the formula C4H9NO, with properties calculated with ωB97M-V/def2-TZVPD.

Cartesian coordinates (Å):
C (-1.959, -0.342, -0.676)
N (-1.178, -0.571, 0.565)
C (0.127, 1.531, 0.624)
C (0.166, 0.005, 0.636)
C (1.073, -0.511, -0.476)
O (2.233, -0.213, -0.577)
H (-3.010, -0.522, -0.460)
H (-1.666, -1.013, -1.486)
H (-1.825, 0.677, -1.006)
H (-1.098, -1.583, 0.588)
H (1.122, 1.958, 0.534)
H (-0.357, 1.901, 1.524)
H (-0.434, 1.846, -0.232)
H (0.596, -0.312, 1.590)
H (0.623, -1.219, -1.200)

Results
Energy relative to the best compared isomer or geometry (same formula, charge and spin): 1.646 eV
F_max: 0.7 eV/A
LUMO: 0.97 eV
Gap between HOMO and LUMO: 0.366 Eh
E: -287.7720 Ha
E_HOMO: -0.3302 hartree

Entry 13:
Below is a 2-piece molecular cluster, C4H9NO overall, with properties calculated with ωB97M-V/def2-TZVPD.

Cartesian coordinates (Å):
C (2.508, 0.605, 1.359)
C (2.297, -0.723, 2.012)
C (1.273, -0.921, 2.827)
H (3.437, 1.144, 1.531)
H (2.355, 0.432, 0.289)
H (1.767, 1.362, 1.627)
H (2.949, -1.556, 1.780)
H (0.839, -1.861, 3.142)
H (0.684, -0.160, 3.311)
C (-2.147, 0.243, -2.428)
N (-1.812, -0.597, -1.414)
O (-2.208, 1.445, -2.304)
H (-2.551, -0.228, -3.336)
H (-1.666, -0.181, -0.526)
H (-1.387, -1.499, -1.493)

Results
Energy relative to the best compared isomer or geometry (same formula, charge and spin): 1.805 eV
F_max: 1.1 eV/A
LUMO: 0.75 eV
Gap between HOMO and LUMO: 0.384 Eh
E: -287.7661 Ha
E_HOMO: -0.3568 hartree

Entry 14:
Below is one molecule with the formula C4H9NO, with properties calculated with ωB97M-V/def2-TZVPD.

Cartesian coordinates (Å):
C (1.762, -1.499, -0.507)
O (0.369, -1.532, -0.223)
C (-0.210, -0.326, -0.030)
N (0.478, 0.732, -0.130)
C (-0.126, 2.010, 0.182)
C (-1.664, -0.481, 0.332)
H (1.937, -1.100, -1.511)
H (2.106, -2.532, -0.439)
H (2.289, -0.863, 0.209)
H (-1.009, 2.242, -0.431)
H (-0.427, 2.066, 1.238)
H (0.613, 2.797, 0.009)
H (-2.268, 0.312, -0.118)
H (-2.036, -1.452, 0.002)
H (-1.785, -0.418, 1.419)

Results
Energy relative to the best compared isomer or geometry (same formula, charge and spin): 1.327 eV
F_max: 0.4 eV/A
LUMO: 1.05 eV
Gap between HOMO and LUMO: 0.387 Eh
E: -287.7837 Ha
E_HOMO: -0.3483 hartree

Entry 15:
Below is one molecule with the formula C4H9NO, with properties calculated with ωB97M-V/def2-TZVPD.

Cartesian coordinates (Å):
C (-1.462, -0.847, -0.443)
N (-0.477, -0.152, 0.311)
C (-0.615, 1.257, 0.452)
C (0.928, -0.726, 0.110)
C (2.120, 0.183, -0.131)
O (3.188, -0.143, -0.610)
H (-1.378, -0.588, -1.505)
H (-2.449, -0.571, -0.058)
H (-1.341, -1.936, -0.330)
H (-1.602, 1.470, 0.877)
H (0.133, 1.659, 1.149)
H (-0.510, 1.756, -0.522)
H (0.985, -1.560, -0.593)
H (0.528, -1.020, 1.106)
H (1.954, 1.221, 0.186)

Results
Energy relative to the best compared isomer or geometry (same formula, charge and spin): 3.626 eV
F_max: 3.4 eV/A
LUMO: 0.86 eV
Gap between HOMO and LUMO: 0.334 Eh
E: -287.6992 Ha
E_HOMO: -0.3026 hartree

Entry 16:
Below is one molecule with the formula C4H9NO, with properties calculated with ωB97M-V/def2-TZVPD.

Cartesian coordinates (Å):
C (-1.500, -0.888, -0.114)
N (-0.360, -0.065, 0.246)
C (-0.643, 1.348, 0.097)
C (0.882, -0.545, -0.307)
C (2.101, 0.047, 0.298)
O (3.218, -0.028, -0.156)
H (-1.811, -0.780, -1.172)
H (-2.353, -0.611, 0.515)
H (-1.276, -1.945, 0.067)
H (-1.438, 1.616, 0.804)
H (0.244, 1.939, 0.352)
H (-0.972, 1.628, -0.919)
H (0.887, -0.646, -1.424)
H (1.183, -1.385, 0.344)
H (1.841, 0.234, 1.351)

Results
Energy relative to the best compared isomer or geometry (same formula, charge and spin): 2.387 eV
F_max: 2.0 eV/A
LUMO: 0.91 eV
Gap between HOMO and LUMO: 0.364 Eh
E: -287.7447 Ha
E_HOMO: -0.3303 hartree

Entry 17:
Below is one molecule with the formula C4H9NO, with properties calculated with ωB97M-V/def2-TZVPD.

Cartesian coordinates (Å):
C (-0.761, -1.296, 0.555)
C (-0.177, -0.372, -0.534)
C (-0.965, 0.924, -0.650)
C (1.317, -0.173, -0.244)
H (-0.090, -2.164, 0.725)
H (-1.761, -1.685, 0.263)
H (-0.839, -0.733, 1.496)
H (-0.231, -0.905, -1.524)
H (-2.037, 0.721, -0.802)
H (-0.903, 1.494, 0.306)
H (-0.645, 1.672, -1.393)
H (2.507, 1.027, 0.873)
H (0.834, 1.589, 0.994)
N (1.558, 0.688, 0.762)
O (2.195, -0.785, -0.829)

Results
Energy relative to the best compared isomer or geometry (same formula, charge and spin): 0.739 eV
F_max: 5.4 eV/A
LUMO: 0.75 eV
Gap between HOMO and LUMO: 0.382 Eh
E: -287.8053 Ha
E_HOMO: -0.3544 hartree

Entry 18:
Below is one molecule with the formula C4H9NO, with properties calculated with ωB97M-V/def2-TZVPD.

Cartesian coordinates (Å):
C (2.676, -0.261, 0.014)
C (1.332, 0.413, -0.412)
C (0.291, -0.332, 0.447)
C (-1.136, 0.064, 0.076)
H (2.865, -0.290, 1.070)
H (2.798, -1.323, -0.430)
H (3.610, 0.185, -0.370)
H (1.367, 1.593, -0.206)
H (1.102, 0.305, -1.617)
H (0.530, -1.629, 0.289)
H (0.418, -0.109, 1.671)
H (-2.095, -1.882, -0.416)
H (-3.158, -0.547, -0.312)
N (-2.184, -0.829, -0.189)
O (-1.391, 1.274, 0.112)

Results
Energy relative to the best compared isomer or geometry (same formula, charge and spin): 2.124 eV
F_max: 4.1 eV/A
LUMO: 0.88 eV
Gap between HOMO and LUMO: 0.388 Eh
E: -287.7544 Ha
E_HOMO: -0.3559 hartree

Entry 19:
Below is one molecule with the formula C4H9NO, with properties calculated with ωB97M-V/def2-TZVPD.

Cartesian coordinates (Å):
C (-1.503, -0.856, 0.136)
N (-0.329, -0.016, 0.260)
C (-0.556, 1.352, -0.169)
C (0.877, -0.561, -0.334)
C (2.040, -0.101, 0.524)
O (2.948, 0.596, 0.140)
H (-1.888, -0.940, -0.897)
H (-2.303, -0.451, 0.765)
H (-1.271, -1.862, 0.501)
H (-1.463, 1.742, 0.300)
H (0.284, 1.987, 0.135)
H (-0.670, 1.441, -1.266)
H (1.042, -0.253, -1.380)
H (0.837, -1.657, -0.300)
H (1.956, -0.420, 1.585)

Results
Energy relative to the best compared isomer or geometry (same formula, charge and spin): 1.731 eV
F_max: 0.5 eV/A
LUMO: 1.00 eV
Gap between HOMO and LUMO: 0.365 Eh
E: -287.7688 Ha
E_HOMO: -0.3279 hartree

Entry 20:
Below is one molecule with the formula C4H9NO, with properties calculated with ωB97M-V/def2-TZVPD.

Cartesian coordinates (Å):
C (0.456, 0.087, -0.466)
C (-0.404, -1.177, -0.494)
C (-1.431, -0.458, 0.392)
C (-0.327, 0.542, 0.750)
H (2.409, 0.818, -0.578)
H (2.244, -0.795, -0.841)
H (0.121, 0.689, -1.347)
H (0.146, -1.954, 0.081)
H (-0.653, -1.555, -1.522)
H (-2.167, 0.130, -0.209)
H (-1.847, -0.986, 1.292)
H (0.258, 0.290, 1.670)
H (0.118, 2.531, 0.716)
N (1.884, -0.038, -0.286)
O (-0.807, 1.877, 0.842)

Results
Energy relative to the best compared isomer or geometry (same formula, charge and spin): 2.424 eV
F_max: 5.2 eV/A
LUMO: 0.83 eV
Gap between HOMO and LUMO: 0.374 Eh
E: -287.7434 Ha
E_HOMO: -0.3436 hartree